No. 1
Entry from the Open Molecules 2025 dataset: CH2Cl2O2 in the gas phase at a distorted geometry (wB97M-V/def2-TZVPD).

CARTESIAN COORDINATES (ANGSTROEM)
C  0.94812  1.01248  0.68555
O  -0.72761  -0.08962  -0.31046
O  -0.09539  0.21951  0.92194
Cl  2.10013  0.85770  2.00693
Cl  0.45205  2.67117  0.35764
H  1.45300  0.47799  -0.21546
H  -1.60520  0.34449  -0.17581

Forces on atoms 1 to 3 (eV/Å):
C 2.5 -1.3 -2.8
O -0.8 0.5 -0.1
O -2.0 -1.3 1.9

## Properties
* SMILES string: OOC(Cl)Cl
* max |F|: 0.077 hartree/bohr
* total charge: 0
* relative energy (zero: lowest compared OMol25 entry of this formula, charge and spin): 79.8 kcal/mol
* M: 116.9 Da
* LUMO energy: 0.0230 Eh
* HOMO-LUMO gap: 11.72 eV
* total energy: -1110.05298 Eh

=====

No. 2
Entry from the Open Molecules 2025 dataset: a 13-piece molecular cluster, C60H58F5N7O32S overall at a distorted geometry (wB97M-V/def2-TZVPD).

CARTESIAN COORDINATES (ANGSTROEM)
C  -1.78466  0.38390  -6.12033
C  -0.44794  0.42973  -6.50549
C  0.48277  -0.27420  -5.73767
C  0.03987  -0.93140  -4.58546
C  -1.25223  -0.81291  -4.09550
C  -2.19224  -0.15970  -4.88647
N  1.01160  -1.79577  -3.87526
O  1.07297  -1.69341  -2.65166
O  1.72450  -2.47648  -4.56678
H  -2.50595  0.85008  -6.77830
H  -0.23568  0.89946  -7.45510
H  1.52195  -0.28835  -6.03580
H  -1.61065  -1.34343  -3.22699
H  -3.25233  -0.08920  -4.69100
C  3.08742  -4.47767  0.38096
C  3.91940  -5.00043  1.33786
C  4.63160  -4.10106  2.14822
C  4.46265  -2.73092  2.08125
C  3.55788  -2.23986  1.11565
C  2.89929  -3.08335  0.25720
N  5.10493  -1.81408  3.00241
O  4.54850  -0.72514  3.10326
O  6.11770  -2.10797  3.58656
H  2.52020  -5.09243  -0.30628
H  4.19633  -6.04325  1.38062
H  5.24527  -4.56601  2.90995
H  3.39912  -1.17460  1.01305
H  2.33806  -2.69544  -0.58274
C  4.18034  -0.66852  -3.07885
C  5.42023  -0.94659  -3.67061
C  5.96523  -0.04683  -4.57405
C  5.31982  1.12856  -4.91300
C  4.05514  1.38695  -4.37928
C  3.55347  0.53192  -3.40893
N  5.91342  2.14432  -5.77733
O  7.03463  1.89871  -6.19822
O  5.25445  3.08324  -6.16234
H  3.84807  -1.32162  -2.28438
H  5.95096  -1.79271  -3.25753
H  7.03464  -0.08907  -4.74074
H  3.60602  2.35562  -4.54568
H  2.60100  0.71889  -2.92647
C  0.14432  3.02646  -3.53016
C  -0.01877  3.82436  -2.39497
C  0.61989  5.06123  -2.32847
C  1.45107  5.42863  -3.38363
C  1.66892  4.61735  -4.49099
C  0.97123  3.43351  -4.57784
N  2.07458  6.75609  -3.26924
O  2.26315  7.39868  -4.28502
O  2.11339  7.24594  -2.15359
H  -0.27673  2.03002  -3.59145
H  -0.69058  3.56624  -1.59115
H  0.40985  5.68780  -1.47672
H  2.20563  4.91358  -5.38207
H  1.01442  2.81482  -5.46366
C  -0.76310  -4.39900  -1.16556
C  -1.44127  -5.45322  -1.77868
C  -2.36769  -6.19652  -1.07075
C  -2.62005  -5.83314  0.25050
C  -2.08541  -4.67150  0.77751
C  -1.06479  -4.00666  0.12687
N  -3.50555  -6.64741  1.11854
O  -3.43751  -6.41035  2.30816
O  -4.30375  -7.44087  0.65914
H  -0.03250  -3.81725  -1.71507
H  -1.13850  -5.71235  -2.78422
H  -2.73715  -7.14267  -1.44198
H  -2.35884  -4.37116  1.78037
H  -0.58399  -3.16166  0.59722
C  3.56998  0.77916  7.59826
C  3.15181  1.84180  6.79333
C  2.64233  1.58981  5.53120
C  2.28231  0.27290  5.17359
C  2.64328  -0.76928  6.02181
C  3.31066  -0.50809  7.21963
N  1.66512  0.03666  3.85637
O  1.14081  -1.04913  3.58694
O  1.56233  0.98845  3.11261
H  4.08349  1.01836  8.51970
H  3.35033  2.87043  7.05795
H  2.42170  2.42732  4.88502
H  2.27018  -1.75722  5.78730
H  3.51308  -1.34487  7.87331
C  -4.04380  -3.32969  -3.37164
C  -5.00110  -3.44146  -4.39774
C  -6.01314  -2.49924  -4.42309
C  -6.01007  -1.37059  -3.61853
C  -5.01459  -1.25522  -2.63982
C  -4.06903  -2.26437  -2.48182
N  -6.92454  -0.27568  -3.82199
O  -6.92583  0.67257  -3.05122
O  -7.56900  -0.26315  -4.85731
H  -3.30279  -4.11595  -3.32601
H  -4.90057  -4.22530  -5.13260
H  -6.72904  -2.61186  -5.22747
H  -5.04974  -0.46682  -1.90281
H  -3.29736  -2.20999  -1.72576
O  -1.54636  4.21684  0.58673
S  -1.88443  3.90194  1.95960
O  -2.17418  2.52711  2.28907
O  -0.57855  4.30588  2.89022
C  0.16807  5.48334  2.55577
C  0.63940  6.14068  3.85928
C  -3.04933  5.06355  2.60011
H  -0.48732  6.20492  2.06390
H  0.99356  5.30866  1.86588
H  1.48158  6.79674  3.62856
H  1.11254  5.47485  4.58005
H  -0.23378  6.69124  4.20105
H  -3.14007  4.92084  3.67454
H  -3.94410  4.99600  1.98849
H  -2.51551  6.01183  2.52590
C  -4.60424  -0.66740  4.39806
C  -3.12311  -0.75821  4.40328
O  -2.82230  -0.82969  3.04462
C  -3.92558  -1.28417  2.38658
O  -3.98413  -1.38145  1.19453
O  -4.93665  -1.41553  3.23893
F  -2.74195  -1.81323  5.18647
H  -4.95798  0.35967  4.27978
H  -4.99638  -1.04827  5.33849
H  -2.64807  0.10604  4.87192
C  0.72464  -4.34487  3.46176
C  -0.42122  -4.58026  4.44457
O  -0.65429  -5.96294  4.25801
C  -0.08573  -6.40922  3.11421
O  -0.33821  -7.46624  2.61411
O  0.72886  -5.47936  2.62041
F  -1.56758  -3.90466  4.16142
H  1.71646  -4.32101  3.92010
H  0.65896  -3.34941  3.02048
H  -0.19474  -4.39276  5.49152
C  5.14466  3.36847  0.86544
C  3.87953  2.94091  0.11887
O  4.09628  3.55031  -1.14306
C  4.85219  4.61969  -0.99489
O  5.03145  5.46543  -1.82378
O  5.64217  4.42081  0.08527
F  2.89266  3.65571  0.77681
H  5.92083  2.59486  0.87169
H  4.99254  3.55005  1.92852
H  3.60855  1.89219  0.18632
C  -6.29006  0.85307  0.62505
C  -5.06589  1.64114  0.13094
O  -5.15084  2.82307  0.94129
C  -5.94576  2.59692  1.99873
O  -5.89907  3.34606  2.94143
O  -6.57912  1.44309  1.88567
F  -5.16812  1.98690  -1.16882
H  -6.08118  -0.21304  0.65364
H  -7.21696  1.13646  0.12166
H  -4.06168  1.24446  0.28300
C  -0.10954  -0.22821  0.84594
C  0.58207  0.93679  0.22744
O  -0.38905  1.33368  -0.70588
C  -1.25610  0.33115  -0.97459
O  -2.18048  0.44791  -1.73169
O  -0.88553  -0.69189  -0.26136
F  1.71278  0.54312  -0.44566
H  -0.72660  0.09292  1.68851
H  0.51864  -0.98308  1.31309
H  0.85857  1.69007  0.96090

Forces on atoms 1 to 3 (eV/Å):
C 0.0 0.3 0.7
C -0.5 -0.9 0.5
C -0.2 0.2 -0.2

## Properties
* max |F|: 0.070 hartree/bohr
* total charge: 0
* M: 1516.2 Da
* LUMO energy: -0.0609 Eh
* HOMO-LUMO gap: 7.90 eV
* total energy: -6009.03968 Eh

=====

No. 3
Entry from the Open Molecules 2025 dataset: C29H21ClIrN3O6STe4 as an isolated structure at a distorted geometry (wB97M-V/def2-TZVPD).

CARTESIAN COORDINATES (ANGSTROEM)
Ir  0.57158  -0.13689  0.32910
Te  -1.49775  -0.46882  -1.18312
Te  -3.38274  1.43133  -1.40083
Te  -5.33586  -0.79634  -0.09567
Te  -3.00659  -2.09682  0.34652
O  2.04418  -1.41956  -0.90147
S  3.19355  -0.82942  -0.18962
O  4.30588  -0.43043  -1.00593
N  2.56892  0.35386  0.70482
C  3.00710  1.66719  0.58764
C  4.30904  2.07155  0.76524
C  4.65836  3.42886  0.64210
C  3.71914  4.37730  0.34759
C  2.37108  3.99849  0.16380
C  1.34176  4.91955  -0.12714
C  0.06968  4.46385  -0.28332
C  -0.18791  3.08266  -0.17116
N  0.73258  2.19750  0.08488
C  2.01343  2.63478  0.27498
C  3.76689  -1.94793  1.05446
C  2.85628  -2.58795  1.88139
C  3.32286  -3.32871  2.95550
C  4.68841  -3.41401  3.20110
C  5.59166  -2.75900  2.37266
C  5.13228  -2.01880  1.29358
H  5.05982  1.32981  1.00087
H  5.69032  3.72158  0.79148
H  3.99426  5.42065  0.24763
H  1.57921  5.97403  -0.21689
H  -0.75236  5.13522  -0.49498
H  -1.19961  2.71231  -0.29551
H  1.79532  -2.51668  1.67600
H  2.61738  -3.84154  3.59796
H  5.05146  -3.99017  4.04370
H  6.65449  -2.83065  2.56570
H  5.81210  -1.51099  0.62085
O  -1.31810  -3.93277  2.14044
C  -0.46340  -3.68871  1.28090
O  -0.37087  -2.61173  0.57982
C  0.55548  -4.76894  0.97531
C  0.53203  -5.94608  1.71518
C  1.38928  -6.99164  1.39820
C  2.27252  -6.86697  0.34032
C  2.29840  -5.68288  -0.37764
C  1.44406  -4.63364  -0.07968
N  3.24819  -5.54770  -1.48658
O  3.26000  -4.51120  -2.10272
O  3.97959  -6.48733  -1.72879
H  -0.18192  -6.02499  2.52360
H  1.36243  -7.91056  1.96944
H  2.94182  -7.66652  0.05613
H  1.47030  -3.72347  -0.66696
Cl  -5.80933  1.33714  3.92954
C  -4.16450  1.00818  3.45527
C  -3.62380  -0.24399  3.67322
C  -2.32335  -0.50874  3.26426
C  -1.53380  0.47645  2.66863
C  -0.12180  0.20380  2.28933
C  -2.10897  1.73511  2.47948
C  -3.41154  2.00769  2.86226
H  -4.21989  -1.01605  4.14393
H  -1.89683  -1.48836  3.45071
H  0.22170  -0.70064  2.80021
H  0.50943  1.04415  2.59820
H  -1.50881  2.51654  2.02951
H  -3.84269  2.98766  2.70055

Forces on atoms 1 to 3 (eV/Å):
Ir -2.3 2.7 0.5
Te -0.2 0.0 -0.5
Te 0.2 0.2 0.1

## Properties
* max |F|: 0.070 hartree/bohr
* spin multiplicity: 2
* total charge: -1
* expectation value of S²: 0.7615
* relative energy (zero: lowest compared OMol25 entry of this formula, charge and spin): 20.7 kcal/mol
* M: 1277.6 Da
* LUMO energy (alpha / beta): 0.0515 / 0.0499 Eh
* HOMO-LUMO gap (alpha / beta): 5.19 / 4.98 eV
* total energy: -3768.20477 Eh

=====

- Number 3 is which compound?
  C29H21ClIrN3O6STe4

=====

- Which of these has the lowest total charge?
  C29H21ClIrN3O6STe4

=====

- Look up the total charge of the first one.
  0

=====

- Which of these has the lowest total charge?
  C29H21ClIrN3O6STe4